Entry 1:
Formula: C17H53BrFNO24
Source: the Open Molecules 2025 dataset
Level of theory: the ωB97M-V functional and the def2-TZVPD basis

Atoms and positions in Å:
H: 5.4535 -0.8768 2.9705
H: -1.0382 -5.7833 -3.1154
H: -3.5520 3.6699 2.7394
H: 1.6153 3.8440 3.2106
C: -0.4517 0.6963 1.4546
O: -1.0423 -3.1363 -5.8056
O: -3.3778 3.6831 1.7428
O: 1.7493 3.5749 2.2445
H: -2.1946 1.4535 -2.2656
H: 3.2256 2.4298 3.1079
H: -2.9556 -1.5829 -2.0829
H: -1.1325 1.4266 -5.9578
O: -3.2324 -3.5443 2.3954
C: 0.7393 -0.2676 3.7837
C: 0.9627 1.6790 -2.8437
O: -0.4636 -6.2512 -2.4265
O: -3.4391 -1.0347 0.8946
O: -5.1116 -2.5939 -0.4280
H: 0.0627 4.6684 4.9629
H: 5.3156 4.4671 -1.1349
H: 3.2940 0.7977 3.2375
C: 0.4628 -0.3762 1.3714
H: -5.6659 -2.0283 -1.0576
H: 0.8087 -6.2934 2.4723
H: -0.3640 -3.1804 -5.0562
H: 3.9563 2.0689 -1.2686
H: 0.8719 3.7030 1.7571
N: -0.6008 -0.1104 -2.4358
H: 4.1671 -4.6112 3.2240
C: -1.9298 -3.7918 -0.7101
H: 0.3551 2.5317 -2.5520
O: 1.4990 -5.6861 2.0499
H: 1.2322 3.1866 8.0698
C: -0.6668 1.3605 2.6709
C: 2.8692 2.0825 -1.2119
O: -2.0419 -3.4167 -2.0831
H: -1.9711 -2.0031 -3.4601
O: 2.5771 1.4233 -5.7291
H: -1.3354 2.1864 2.7819
C: 0.8296 -0.9786 -0.0078
C: -0.8803 -2.9434 0.0404
O: 0.9875 4.3121 4.7590
C: 0.5252 0.5064 -2.0668
C: 0.8566 -0.9641 2.5968
O: -1.7719 1.1876 -5.2109
H: 0.8436 1.5860 -3.8491
C: -2.0521 -2.0232 -2.3289
H: -4.2147 -3.7667 2.2982
H: -4.1657 -1.6003 0.4752
O: 3.6987 1.6636 3.5694
O: 4.5324 -1.1163 2.6270
O: 3.6992 -3.9345 2.6350
H: -1.6485 4.1539 0.9673
C: 2.4420 0.9165 -0.4399
C: 1.3039 0.1457 -0.8857
H: -3.0737 -2.6325 1.9865
H: 2.1478 1.8584 7.7821
H: 4.4919 -2.1202 2.5072
H: 2.5559 3.0779 -0.7112
H: 2.5662 -0.2939 1.0608
H: 1.5793 -1.7343 0.0560
H: -5.3072 -3.5672 -0.6236
O: 3.0541 0.5062 0.7333
O: 4.6554 4.7685 -1.8399
H: -3.7114 -0.0633 0.8166
H: -2.9115 -3.8082 -0.2437
H: -0.9795 -3.9941 -6.3385
H: 2.8351 1.9600 -4.9111
H: 2.8101 -4.3253 2.3510
H: -0.9554 0.9878 0.5385
H: 1.3047 -1.9368 2.6461
H: 1.1246 -4.7463 2.0342
H: 4.9568 4.3990 -2.7324
H: -3.6405 -1.3654 -6.4625
H: -0.9226 5.2481 -2.0229
O: 2.3139 2.0399 -2.5870
H: -2.2757 3.0848 -2.1323
H: 1.1824 3.5553 5.4016
O: -0.3092 -3.4255 0.9881
H: -2.4527 -2.0087 -5.5349
H: -1.4443 0.3346 -4.7764
O: -1.2438 4.6637 -2.7840
F: -0.4303 1.4969 4.9963
Br: 1.4009 -1.0770 5.4316
H: -1.5943 -4.8772 -0.6780
O: 1.2786 2.3207 7.5485
H: 3.0058 0.5098 -5.6548
H: -0.9809 -7.0449 -2.0712
C: -0.9301 -1.2489 -1.7552
O: -3.3563 -1.5543 -5.5099
O: -0.7056 4.5208 0.9802
C: -0.3400 -1.7366 -0.6016
O: -2.6688 2.2147 -1.7971
H: -3.9425 2.9608 1.3146
H: -1.9059 5.1968 -3.3328
C: -0.0815 0.8934 3.8601
H: -0.7356 5.4532 1.3720

The gap between HOMO and LUMO comes out at 7.57 eV. The total energy is -5213.83076 Eh. As for the HOMO energy: -7.877 eV.



Entry 2:
Formula: C17H53ClO26P5
Source: the Open Molecules 2025 dataset
Level of theory: the ωB97M-V functional and the def2-TZVPD basis

Atoms and positions in Å:
C: -14.2692 -16.4724 22.4837
H: -10.0800 -13.7600 18.1956
Cl: -10.1827 -13.9446 22.3964
H: -4.9503 -15.0385 26.2367
H: -13.9033 -16.8421 21.5257
H: -7.6951 -16.0531 28.0074
H: -13.4403 -15.8089 22.7302
O: -5.7508 -18.7508 22.7688
C: -5.3102 -19.2510 24.0214
C: -1.9977 -15.6751 24.3662
C: -5.2168 -16.0698 26.0051
H: -4.4383 -18.1185 20.8018
O: -7.6109 -9.3626 25.0147
H: -9.1888 -9.2372 23.6045
H: -5.3631 -10.5742 22.3864
H: -7.4352 -14.6940 24.2338
H: -15.4683 -13.0716 15.3785
O: -3.0527 -14.7178 24.1457
O: -15.2425 -19.9901 23.4596
H: -11.1807 -14.7610 18.9819
H: -9.7020 -15.8743 26.2715
O: -13.7058 -14.0937 15.7796
H: -5.4601 -18.5755 24.8636
H: -13.3645 -13.9135 19.9887
H: -5.7950 -20.1988 24.2553
C: -16.1816 -21.0659 23.3491
H: -6.4826 -10.5072 21.0730
H: -16.9643 -20.6750 22.6990
H: -15.1822 -16.0046 22.1153
O: -4.8302 -16.4461 24.6491
C: -11.1040 -13.7551 18.5691
O: -5.9302 -12.7852 18.9728
O: -9.4614 -12.6737 22.3317
P: -15.7451 -18.4404 23.4949
O: -12.0319 -13.4732 17.6033
O: -16.8397 -18.0763 22.5345
O: -5.1507 -8.8486 24.4489
C: -17.2724 -18.0036 25.5800
O: -7.0101 -6.9986 24.0742
O: -11.5299 -13.6383 22.3418
H: -2.1947 -16.7145 24.6289
P: -6.5644 -8.5700 23.9896
H: -14.4718 -12.3399 16.5163
C: -14.4109 -12.9370 15.6065
H: -9.6817 -9.1934 25.3017
H: -13.9323 -12.3760 14.8038
H: -4.1120 -18.9581 19.1966
C: -9.5577 -15.6847 27.3351
P: -6.4321 -19.6805 21.7156
H: -15.6523 -21.9033 22.8944
C: -8.9629 -9.6176 24.6006
H: -4.2479 -19.4787 24.1099
H: -8.8392 -17.4712 21.4845
H: -5.7472 -6.5139 22.4912
H: -1.3974 -15.3498 25.2158
C: -4.1210 -19.0240 20.2846
H: -1.2799 -15.5337 23.5582
H: -17.2168 -17.7564 26.6401
H: -6.9920 -5.5116 22.5106
H: -9.4389 -14.6147 27.5060
C: -7.8352 -17.4256 21.0628
O: -12.7160 -16.0127 17.1995
C: -6.3982 -10.3321 22.1455
O: -6.8514 -9.0910 22.4864
H: -6.2953 -15.9496 26.1078
O: -9.8374 -14.9746 21.4517
O: -14.3694 -17.6380 23.2879
O: -8.4621 -16.5246 27.6743
H: -17.8016 -17.1967 25.0731
O: -14.4268 -14.2044 18.2239
C: -14.1750 -14.5161 19.5786
O: -4.3892 -15.8115 22.2276
P: -4.4486 -15.2687 23.6083
O: -5.4843 -13.9922 23.8863
H: -14.1861 -15.6049 19.6287
H: -7.1715 -17.0287 21.8310
C: -6.8378 -14.2049 23.4644
H: -7.7620 -16.6805 20.2706
C: -7.1040 -13.1814 19.6731
H: -11.2785 -12.9207 19.2483
P: -13.2462 -14.5788 17.2215
H: -7.3581 -12.4752 20.4635
H: -7.0595 -11.0379 22.6483
H: -9.1740 -10.6809 24.7143
O: -5.1931 -19.8832 20.6300
H: -4.7056 -16.6734 26.7550
O: -7.5283 -18.7829 20.7862
H: -5.7294 -5.3878 23.8563
H: -8.0172 -13.1963 19.0782
H: -16.6375 -21.2506 24.3218
O: -15.9744 -18.1696 25.1094
H: -3.1523 -19.3218 20.6861
O: -6.9080 -21.0229 22.2459
H: -17.9406 -18.8645 25.6008
O: -9.9691 -14.4752 23.7115
H: -15.0841 -14.1250 20.0353
H: -7.0805 -14.1726 20.1259
C: -6.3669 -6.0237 23.2421
H: -10.4616 -16.0720 27.8053
H: -5.9560 -11.9221 18.5534
H: -7.2459 -13.1943 23.4476
H: -6.9772 -14.7697 22.5426

The gap between HOMO and LUMO comes out at 9.13 eV. The total energy is -4802.82733 Eh. The relative energy (zero: lowest compared OMol25 entry of this formula, charge and spin) comes out at 0.00 kJ/mol. As for the charge: -1. As for the HOMO energy: -6.947 eV.



Entry 3:
Formula: C17H53N13O8
Source: the Open Molecules 2025 dataset
Level of theory: the ωB97M-V functional and the def2-TZVPD basis

Atoms and positions in Å:
N: 4.5108 -2.6402 1.8261
N: 0.8419 -4.8499 0.1386
H: -1.4041 1.8782 -5.1253
H: -0.5591 -0.5175 2.9834
C: 1.8367 -4.2311 -3.6781
H: 1.9719 4.6129 2.0907
H: -5.3769 1.7506 -0.9582
C: -1.0696 2.3220 -4.1796
H: 3.4344 -4.2483 -2.5202
C: -4.6568 -0.0386 -1.5114
H: 0.1058 -4.6353 -4.6997
H: -0.0198 2.5701 -4.3510
H: 0.8577 -0.5005 1.1695
H: -0.8101 -6.7324 -0.0539
N: 0.1252 -7.0418 0.1545
H: 0.2324 -2.1217 3.0097
H: 0.6324 5.3068 1.0964
C: -0.1095 -1.2857 3.6189
H: 2.7581 1.1784 0.0423
C: -1.4143 -0.7472 5.5277
H: -3.3957 5.6340 -3.7586
H: -3.6066 3.7083 -1.3993
H: -2.5829 -0.1928 -1.7916
H: 3.7043 1.0369 -1.3613
C: 1.0268 4.4016 1.5736
H: -3.6391 1.7257 -1.2412
H: 1.0578 -6.0345 -4.2687
N: 0.9424 -5.0391 -4.3257
C: -0.3216 -0.4512 6.5310
H: -1.1700 1.6353 -3.3368
H: 0.7824 -0.8970 4.1219
H: 5.1350 -1.6901 -0.2931
C: -3.4573 4.6754 -1.8686
C: 3.5977 -2.3464 0.8452
H: -0.2552 -2.5477 6.9528
H: 4.1804 -2.7488 2.7651
N: 2.7933 -4.8876 -2.9507
N: 0.6348 -1.4572 -1.0585
H: -1.0443 -1.5635 8.1877
H: 2.8855 4.4453 -0.0555
H: -0.4260 1.5820 6.6753
N: -5.1881 4.7036 -3.6791
C: -0.0975 -0.3714 -0.6710
C: 2.0192 3.9118 -0.4802
H: -5.6292 3.8002 -3.5470
H: -2.2543 -1.1925 6.0734
N: 3.2012 3.3437 -2.4885
H: 0.0769 -4.5889 -0.4578
N: 0.2955 0.0699 0.5646
C: 1.0813 -6.1290 0.5403
O: -1.0835 -1.7127 4.5486
O: -0.8592 0.2642 -1.3856
H: 0.1040 0.8275 7.9899
N: -4.5062 1.2602 -1.0481
O: -5.7702 -0.5221 -1.6683
O: 2.0813 -6.4331 1.1657
O: 2.3945 -2.5304 1.0090
H: 0.6193 -0.2757 5.9971
H: -3.3588 3.4692 -5.1186
H: -0.2078 0.8735 0.8986
O: 1.2375 3.4218 0.5865
H: 2.7196 4.0832 -2.9887
C: 2.4531 2.7827 -1.3795
H: -2.4232 4.9851 -1.6833
H: 0.7271 -1.6284 8.0851
C: 3.3433 1.7882 -0.6585
O: -1.7161 3.5494 -3.9054
H: 0.6298 -1.8036 -2.0031
H: 2.7871 -5.8751 -2.7809
H: 5.4667 -2.8113 1.5744
H: 3.6473 -1.6593 -1.1407
H: 1.5169 2.3050 -1.7064
H: 0.8823 -2.0800 -0.3059
N: -0.6344 0.7993 7.2900
H: 3.4612 2.6912 -3.2157
H: 0.3174 4.0620 2.3247
H: 1.6021 -4.1877 0.2246
C: -3.1250 3.4818 -4.0465
C: -0.1944 -1.6065 7.5031
C: -3.7409 4.6733 -3.3681
H: 0.1357 -7.9428 0.6008
H: -4.0301 5.4382 -1.3352
N: -3.4905 -0.6473 -1.8472
N: 4.1601 -1.9362 -0.3218
H: 1.4326 4.6638 -1.0309
H: -3.5263 2.5573 -3.6047
H: -1.8811 0.1204 5.0382
H: -5.6311 5.3644 -3.0548
O: 1.7162 -3.0156 -3.6342
H: -3.5622 -1.6414 -1.9634
H: 4.0724 2.2825 -0.0186

The gap between HOMO and LUMO comes out at 9.20 eV. The total energy is -1993.41648 Eh. The relative energy (zero: lowest compared OMol25 entry of this formula, charge and spin) comes out at 47.06 kJ/mol. As for the HOMO energy: -9.059 eV. As for the SMILES: COC[C@H](C)N.COC[C@H](C)N.COC[C@H](C)N.NC(N)=O.NC(N)=O.NC(N)=O.NC(N)=O.NC(N)=O.



Which formula does entry 1 have? C17H53BrFNO24



Which value of gap between HOMO and LUMO does entry 2 give? 9.13 eV



Which value of HOMO energy does entry 1 give? -7.877 eV



Among the records above, which one has the lowest gap between HOMO and LUMO? C17H53BrFNO24